[1]
Entry from OMol25: the molecule C4H5ClS at a distorted geometry (ωB97M-V/def2-TZVPD).

Structure (SMILES): C=C(Cl)[C@H]1CS1
Largest force on an atom: 3.3 eV/Å
HOMO: -0.33333 hartree
Total charge: 0
Total energy: -27585.095 eV
Energy above the lowest of the compared OMol25 structures with the same formula, charge and spin: 29.0 kcal/mol
E_LUMO: 0.8 eV

Structure (XYZ):
```
11
Properties=species:S:1:pos:R:3:forces:R:3:mulliken_charge:R:1
Cl -1.59001 -1.41612 -0.44062 0.82 0.84 0.42 -0.1754
S 0.63297 1.63122 -0.89854 -0.20 -0.32 -0.31 -0.1154
C 0.08515 0.69538 0.57557 -3.20 0.54 -0.46 -0.1230
C 1.40771 1.27737 0.67468 -0.34 0.62 0.69 -0.6851
C -0.20737 -0.75439 0.44052 1.69 -0.65 0.46 0.3214
C 0.67849 -1.56502 1.01596 1.18 0.18 0.46 -0.7950
H 1.43156 2.17951 1.29840 0.60 -0.70 -0.01 0.2953
H 0.71717 -2.61544 0.83761 -0.44 -0.67 0.13 0.2869
H 1.55427 -1.19882 1.65263 -1.52 -0.25 -1.11 0.2474
H 2.13557 0.50691 0.70892 1.24 0.13 -0.06 0.3755
H -0.71973 1.18228 1.12922 0.17 0.29 -0.21 0.3673
```
Forces are in eV/Å.

***

[2]
Entry from OMol25: a cluster of 4 separate species, C27H31BrNO17P in total at a distorted geometry (ωB97M-V/def2-TZVPD).

Structure (SMILES): CCCO[C@@H](OC)[C@H](NCOC(C)=O)P(O)Br.O=C1C=C(O)C(=O)C=C1O.O=C1C=C(O)C(=O)C=C1O.O=C1C=C(O)C(=O)C=C1O
Largest force on an atom: 1.3 eV/Å
HOMO: -0.32880 hartree
Total charge: 0
Total energy: -144129.327 eV
E_LUMO: -1.6 eV

Structure (XYZ):
```
78
Properties=species:S:1:pos:R:3:forces:R:3:mulliken_charge:R:1
Br 2.10194 -0.94043 -1.65829 0.27 0.05 -0.06 -0.1924
P 0.29050 -1.24748 -0.34831 -0.39 -0.37 0.05 0.1333
O 6.87661 -2.05746 0.72850 -0.01 0.02 0.01 -0.6043
O -2.16619 2.37654 0.17791 -0.67 0.08 0.43 -0.3111
O 4.37355 -1.46678 1.23769 0.16 0.23 0.02 -0.5409
O 1.85779 -1.67594 -4.94285 -0.05 0.12 0.05 -0.5805
O 1.86437 1.86087 1.29542 -0.24 0.15 0.01 -0.2294
O -8.89433 -1.01595 4.77950 -0.04 -0.13 0.16 -0.6175
O 0.83699 0.33378 2.68364 -0.32 0.24 0.02 -0.4994
O -0.11930 -0.07179 -4.15758 0.09 -0.13 0.22 -0.4590
O 3.09160 -5.98017 1.21070 0.02 -0.02 0.00 -0.5881
O -0.88214 -1.33635 -1.47458 0.26 0.20 0.32 -0.4120
O 0.19572 2.50571 -8.06433 0.02 -0.02 0.00 -0.5736
O -4.58890 -0.98141 1.72122 0.01 0.17 -0.14 -0.5365
O 2.05688 0.85732 -8.88236 -0.05 0.16 -0.10 -0.6243
O 5.60484 -6.57801 0.77269 -0.14 -0.15 0.01 -0.6243
O -6.40403 0.89057 1.28949 0.05 -0.05 0.06 -0.5979
O -4.14539 2.71548 -0.88201 0.78 -0.03 1.09 -0.5685
O -7.07831 -2.84829 5.23168 -0.03 0.00 0.02 -0.5706
N -1.18865 0.47250 1.08360 -0.09 -0.10 -0.55 -0.2847
C 4.60435 -2.65677 1.12730 -0.45 -0.27 0.01 0.9639
C -6.84173 -1.98614 4.25627 0.20 -0.14 -0.01 0.3769
C 0.52948 1.51485 -7.25131 -0.19 0.14 0.09 0.4264
C -3.74524 3.86427 1.19552 -0.06 0.20 -0.66 -1.0725
C 5.37256 -5.38783 0.85709 0.37 0.24 -0.06 0.9651
C 3.59310 -3.68940 1.24537 -0.03 0.20 0.02 -0.8491
C -6.63317 0.01596 2.25958 -0.17 0.12 -0.07 0.3057
C 1.30096 0.58833 1.39462 -0.08 -0.05 -0.12 0.0424
C -5.56109 -1.02569 2.45338 0.04 -0.29 0.28 1.0460
C -2.27363 0.93868 0.26581 0.65 0.04 -0.22 0.1256
C 0.10622 0.44494 0.40292 0.04 -0.44 0.41 0.2161
C 3.59049 3.35351 0.47034 -0.48 -0.01 0.07 -0.5996
C 3.08596 1.90681 0.58259 0.53 0.12 0.04 0.1343
C -7.73742 0.04323 3.01701 -0.14 -0.03 0.15 -0.9063
C 2.70440 4.38980 1.15509 0.39 0.39 -0.21 -1.1337
C 1.57003 0.95241 3.72220 -0.05 -0.39 0.24 -0.7867
C 1.49230 -0.68928 -5.74495 0.14 -0.08 -0.12 0.3914
C 6.38016 -4.35043 0.71862 0.02 -0.19 -0.01 -0.9260
C -3.40817 2.94487 0.05644 -0.45 -0.07 -0.88 0.6940
C 6.02378 -3.06586 0.84213 0.21 -0.10 -0.04 0.2290
C 0.38242 0.19817 -5.23251 -0.22 0.32 -0.29 0.8760
C 2.05250 -0.49266 -6.94734 0.03 0.08 -0.18 -0.8617
C -0.04415 1.31465 -6.05798 -0.03 -0.07 0.23 -1.1948
C 3.94821 -4.97496 1.11816 -0.22 0.11 0.04 0.2667
C 1.60918 0.60975 -7.77869 0.21 -0.37 0.14 1.0630
C -5.73648 -2.01426 3.49941 0.14 0.02 -0.11 -1.1305
C -7.92030 -0.95536 4.05523 -0.03 0.35 -0.30 1.0511
H 0.75896 2.40686 -8.85488 0.06 -0.02 -0.08 0.3622
H 1.47519 2.03204 3.70323 0.11 0.16 -0.12 0.2628
H -4.73660 4.26349 1.02150 -0.16 0.03 0.11 0.3511
H 2.61687 0.64940 3.70289 0.22 0.11 -0.06 0.2378
H 4.59341 3.41786 0.88067 0.19 0.02 -0.03 0.3655
H -3.19357 0.65631 0.76078 -0.22 -0.05 0.01 -0.0392
H 2.97803 1.48265 -0.41429 -0.21 -0.07 -0.11 -0.0271
H 2.06262 -0.17044 1.16800 0.26 0.08 -0.11 -0.0467
H 6.35377 -1.24563 0.86418 -0.06 0.08 0.01 0.3526
H -0.87377 -0.56899 -2.06122 -0.10 0.00 -0.44 0.3004
H 7.39685 -4.65578 0.51676 0.01 0.02 0.00 0.4306
H 0.13229 1.27217 -0.30008 0.17 0.05 -0.18 0.6713
H 2.78168 4.35554 2.23694 -0.20 -0.19 0.15 0.2594
H 1.13562 0.58895 4.64860 -0.07 -0.08 0.06 0.3083
H -0.82912 1.95212 -5.67676 -0.01 0.01 -0.01 0.4554
H -1.43061 -0.44659 1.43735 0.00 0.09 0.39 0.3824
H -4.95618 -2.74917 3.63659 -0.01 -0.02 0.01 0.4374
H 1.67107 4.30909 0.84131 -0.19 -0.12 0.12 0.2533
H -5.56071 0.63906 0.87203 0.05 0.00 -0.10 0.2795
H 1.39324 -1.55013 -4.09403 -0.10 -0.10 0.09 0.1337
H 2.83940 -1.12710 -7.32937 0.00 -0.03 0.03 0.4442
H 3.61371 -6.79413 1.08285 0.06 -0.08 -0.01 0.3596
H 3.64511 3.61711 -0.58283 0.14 0.01 -0.14 0.3719
H 3.04694 5.38056 0.85623 0.04 0.10 0.01 0.4217
H 3.82770 1.29004 1.09463 0.01 -0.13 0.12 0.1146
H -7.94423 -2.60198 5.60796 -0.09 0.03 0.03 0.3647
H -2.26348 0.55566 -0.75207 -0.16 -0.08 -0.12 0.1497
H -3.68863 3.34818 2.14667 0.12 -0.10 0.12 0.2836
H 2.57300 -3.38122 1.43134 -0.01 -0.03 0.00 0.5318
H -8.51315 0.78401 2.88607 0.01 0.01 -0.03 0.4445
H -3.03373 4.68569 1.18490 0.18 0.05 0.19 0.3524
```
Forces are in eV/Å.

***

[3]
Entry from OMol25: a structure of composition C13H13FeN2O9 at a distorted geometry (ωB97M-V/def2-TZVPD).

Multiplicity: 6
Largest force on an atom: 1.9 eV/Å
HOMO (alpha / beta): -0.37040 / -0.37947 hartree
Total charge: 0
Total energy: -69485.439 eV
Energy above the lowest of the compared OMol25 structures with the same formula, charge and spin: 25.2 kcal/mol
E_LUMO (alpha / beta): -0.9 / -1.5 eV

Structure (XYZ):
```
38
Properties=species:S:1:pos:R:3:forces:R:3:mulliken_spin:R:1
Fe -1.64912 -0.68006 0.30008 1.33 -0.76 -0.50 4.2829
O -1.32619 -0.19661 2.05749 0.16 1.11 0.62 0.2058
O 0.26295 0.45080 -0.06890 0.50 0.36 -0.01 0.0653
O -0.35378 1.61825 2.96183 -0.28 0.25 -0.07 0.0287
O -1.87165 -0.03603 -1.77863 -0.25 -0.04 -0.04 0.0461
O -0.03108 -1.68630 -0.30805 0.61 0.08 0.10 0.1141
O 6.84303 -2.49893 -0.53862 -0.01 0.21 -0.09 0.0001
O -4.70702 -1.08441 -0.94053 -0.13 -0.57 0.01 0.0183
O 7.08059 -0.57677 0.41044 -0.04 -0.06 -0.22 0.0001
O -3.07370 -1.95744 0.43198 -0.87 1.32 -1.12 0.1673
N -2.82366 1.12278 0.40118 -0.68 -0.74 0.13 0.0913
N 6.41160 -1.45285 -0.09841 -0.29 -0.16 0.43 -0.0001
C -1.98105 1.39703 -1.86705 0.12 -0.15 -0.11 0.0048
C 0.77849 -0.68055 -0.19155 -1.16 -0.45 -0.05 -0.0129
C -1.17921 1.13006 2.24102 0.34 -1.32 0.34 0.0007
C 4.42038 -0.08191 0.39308 -0.23 0.05 -0.01 0.0000
C 2.23665 -0.90366 -0.17374 0.13 0.18 -0.01 -0.0030
C -3.96060 0.25651 0.87766 -0.41 -0.25 0.04 -0.0075
C 2.77712 -2.08576 -0.66360 0.08 -0.12 0.02 0.0060
C -3.09253 1.74733 -0.90905 -0.02 0.22 0.28 -0.0010
C 3.04657 0.09686 0.35442 0.12 -0.04 -0.01 0.0007
C 4.92739 -1.25838 -0.11889 0.63 -0.06 -0.12 0.0005
C -2.19591 1.94378 1.45954 -0.51 0.23 -0.42 0.0113
C -3.98806 -1.05109 0.02321 0.53 -0.17 0.80 -0.0210
C 4.15071 -2.26994 -0.64711 -0.19 0.07 0.01 -0.0005
H -2.96806 2.31690 2.13845 0.10 0.06 0.08 -0.0005
H -1.20188 -0.39004 -2.37291 0.08 0.04 0.00 -0.0003
H -1.70232 2.80455 1.01051 0.06 -0.06 -0.01 -0.0003
H 5.08251 0.66337 0.80532 0.03 -0.01 -0.01 0.0000
H -1.02897 1.84389 -1.57759 -0.02 0.04 0.03 -0.0020
H -4.03644 1.34846 -1.27666 0.03 -0.01 -0.07 -0.0028
H -2.23670 1.68919 -2.88571 -0.02 -0.01 0.00 0.0001
H -4.97775 0.63732 0.76270 0.28 0.79 -0.02 0.0053
H 4.61576 -3.16774 -1.02306 0.01 -0.01 0.00 0.0000
H -3.18936 2.83080 -0.81044 0.00 -0.01 0.00 0.0009
H 2.58981 0.99546 0.74527 0.00 0.00 -0.01 0.0012
H -3.77165 0.02280 1.92143 -0.02 -0.05 0.02 -0.0065
H 2.12310 -2.85764 -1.04511 -0.02 0.03 0.00 0.0070
```
Forces are in eV/Å.

***

[4]
Entry from OMol25: a structure of composition C2H10N7 at a distorted geometry (ωB97M-V/def2-TZVPD).

Largest force on an atom: 5.6 eV/Å
HOMO: -0.49971 hartree
Total charge: +1
Total energy: -12658.232 eV
Energy above the lowest of the compared OMol25 structures with the same formula, charge and spin: 31.7 kcal/mol
E_LUMO: -4.5 eV

Structure (XYZ):
```
19
Properties=species:S:1:pos:R:3:forces:R:3:mulliken_charge:R:1
N -0.12225 1.55423 -1.44218 -5.00 -2.60 0.04 -0.3120
N 1.20203 -1.55020 0.03999 1.75 0.86 -0.79 0.0901
N 1.66672 0.38444 -0.66326 0.98 3.62 -1.36 -0.2276
N 0.02621 1.51170 2.16152 0.64 -1.46 -0.19 -0.7797
N 2.13884 -0.74375 -0.22621 -0.93 -2.93 1.64 -0.4481
N -1.04448 -0.59707 0.54369 -0.53 0.78 -0.82 -0.3625
N -0.85476 -1.67421 -1.51843 -1.61 -1.48 -2.33 -0.3992
C -0.39373 -0.79668 -0.63452 0.17 0.30 1.37 0.7276
C 0.41495 0.47255 -0.95045 0.06 -2.57 -0.18 0.1473
H -0.74179 -1.78625 -2.56622 0.53 0.94 2.09 0.2621
H -1.55687 -2.34818 -1.19312 0.50 0.57 0.02 0.2272
H -0.65719 2.23378 2.14796 -0.11 0.76 -0.05 0.2030
H -0.56877 0.04739 1.18596 -0.32 0.15 0.43 0.2861
H 0.37777 2.34651 -1.40690 2.30 3.55 -0.10 0.2833
H 0.52328 1.45490 3.02874 -0.22 0.14 0.70 0.2199
H 1.53387 -2.39915 0.47525 0.12 -0.54 -0.05 0.2433
H -1.17923 1.64776 -1.45560 1.99 -0.22 -0.10 0.2921
H 0.76395 1.58267 1.48112 0.00 0.77 -0.42 0.2527
H -1.52857 -1.34045 0.99266 -0.33 -0.64 0.10 0.2944
```
Forces are in eV/Å.